DFT (the ωB97M-V functional and the def2-TZVPD basis) results for a molecular structure, C22H20ClMnNOPS.

```
48
Properties=species:S:1:pos:R:3:forces:R:3:lowdin_spin:R:1
Mn -0.3424 -0.2757 2.1527 0.5326 -2.0378 -0.9458 3.9605
Cl 0.0369 -2.4205 1.9356 -0.1061 0.9527 -0.0786 0.0918
C -0.0441 1.6618 2.0722 2.0174 8.2957 2.1819 0.0008
O 0.2677 2.7779 2.3107 -1.8836 -6.7362 -1.6710 0.0344
P 0.0506 0.1736 -0.2370 0.2073 -0.6400 -3.1906 -0.0868
C -1.5100 -0.1996 -1.1234 -0.4905 -0.2605 0.6404 -0.0045
C 0.5256 1.7910 -0.9445 -0.0779 0.4417 0.6271 -0.0162
C 1.3017 -0.9905 -0.8946 0.4983 -0.2144 0.8680 -0.0115
C 1.7217 1.9784 -1.6494 0.2020 -0.0430 0.0511 -0.0111
C 2.0355 3.2368 -2.1759 -0.3252 -0.0204 0.1179 0.0002
C 1.1609 4.3154 -2.0032 0.0698 -0.4193 0.1058 -0.0121
C -0.0394 4.1260 -1.3090 -0.0539 -0.1733 0.1130 -0.0002
C -0.3568 2.8745 -0.7804 0.2225 0.1954 -0.1199 -0.0074
H 2.4112 1.1445 -1.7951 -0.1975 0.2836 0.0517 -0.0004
H 2.9685 3.3697 -2.7185 -0.1968 -0.0383 0.0968 0.0000
H 1.4154 5.2983 -2.4009 -0.0873 -0.2956 0.1003 -0.0006
H -0.7259 4.9598 -1.1661 0.1550 -0.2232 -0.0748 0.0002
H -1.2998 2.7417 -0.2476 0.1163 0.0614 -0.1507 -0.0003
C -2.4631 -1.0505 -0.5295 -0.0559 0.2418 -0.2848 0.0031
C -3.6510 -1.3459 -1.2032 0.1484 0.0029 0.0930 0.0012
C -3.8945 -0.8219 -2.4764 0.1357 0.0242 0.1330 -0.0036
C -2.9477 0.0101 -3.0760 0.3884 -0.0680 0.3615 0.0008
C -1.7596 0.3242 -2.4010 -0.1511 0.1614 -0.1110 -0.0052
H -2.2732 -1.4968 0.4495 -0.0980 0.0117 -0.2242 0.0034
H -4.3893 -1.9898 -0.7272 0.1887 0.1289 -0.1418 0.0001
H -4.8233 -1.0618 -2.9995 0.3270 0.0893 0.2074 -0.0002
H -3.1182 0.4237 -4.0678 0.0265 -0.1091 0.2179 0.0000
H -1.0346 0.9822 -2.8798 -0.1855 -0.1465 0.1282 0.0000
C 1.0825 -1.6937 -2.0801 -0.1875 -0.0027 -0.2037 -0.0061
C 2.0741 -2.5388 -2.5909 0.1747 0.1842 0.4343 -0.0003
C 3.2746 -2.7162 -1.8915 -0.4175 0.1843 -0.0588 -0.0048
C 3.4799 -2.0399 -0.6847 0.0155 0.1197 0.0686 0.0008
C 2.5080 -1.1768 -0.1861 -0.2789 -0.0912 -0.3460 -0.0020
H 0.1378 -1.5827 -2.6167 0.3294 -0.0702 0.1316 -0.0001
H 1.8984 -3.0606 -3.5271 0.0289 0.0687 0.1675 -0.0001
H 4.0413 -3.3853 -2.2817 -0.2135 0.1847 0.1164 -0.0002
H 4.4051 -2.1837 -0.1251 -0.2609 0.0310 -0.1899 0.0001
H 2.6784 -0.6621 0.7606 0.0319 -0.0799 -0.1790 0.0009
H -2.9108 -3.6567 1.8250 0.4201 -0.1616 -0.0704 0.0011
H -2.1760 -3.8086 1.7269 -0.6332 0.0675 0.0567 0.0015
S -1.0410 -0.3175 6.5132 0.9235 -0.1406 -0.8554 0.0117
C 0.6959 -0.2890 6.2700 -0.6208 0.2125 -1.1553 0.0030
C 0.9895 -0.2088 4.9334 -1.2619 -0.1416 0.1125 0.0066
N -0.1565 -0.2116 4.1112 -0.8622 0.0801 2.1185 0.0222
C -1.3046 -0.2783 4.8288 2.0412 0.2657 0.2750 0.0249
H 1.4156 -0.3079 7.0777 -0.2585 -0.0060 0.0443 0.0002
H 1.9653 -0.1546 4.4571 -0.2000 -0.0850 0.2906 0.0010
H -2.2803 -0.2638 4.3653 -0.0972 -0.0849 0.1409 0.0034
```
Forces are in eV/Å.

The value obtained for the largest force on an atom is 8.81 eV Å⁻¹. Its expectation value of S² is 6.166. Its multiplicity is 5. The net charge is +2. The value obtained for the frontier orbital gap (alpha / beta) is 0.22204 / 0.21473 hartree.

---

DFT (the ωB97M-V functional and the def2-TZVPD basis) results for a molecular structure, C22H20ClNOPSZr.

```
48
Properties=species:S:1:pos:R:3:forces:R:3:mulliken_charge:R:1
Zr 0.6140 -0.0179 -0.7485 1.0624 -0.5842 -1.9738 1.2792
Cl 1.5855 -0.1397 -2.9065 -0.5462 0.1344 1.8429 -0.2459
C -0.9606 2.2065 0.6862 2.2030 -0.5628 -1.9594 0.0343
O -0.1513 1.7142 -0.1975 -2.7365 2.2729 2.7431 -0.4695
P -1.8468 -0.8391 -1.0902 -2.9799 -1.4792 -1.5024 0.7250
C -3.2986 -0.9427 0.0197 0.0000 -0.1339 1.0039 0.2870
C -2.4260 0.3232 -2.4334 0.8339 0.4007 0.1934 1.2733
C -1.8446 -2.4566 -1.9610 0.4505 -0.0653 -0.2214 1.2474
C -1.8543 0.2526 -3.7148 0.5341 0.0991 -0.0637 -0.4243
C -2.1908 1.1755 -4.7086 0.0370 -0.2186 0.0181 -0.8203
C -3.1338 2.1689 -4.4383 0.1374 0.1461 -0.0470 -0.4623
C -3.7054 2.2598 -3.1631 -0.0782 -0.1509 0.2000 -0.7912
C -3.3415 1.3513 -2.1640 0.0685 0.1467 0.1565 -0.6556
H -1.1006 -0.5063 -3.9228 -0.2605 0.0880 -0.1037 0.4341
H -1.6991 1.1158 -5.6898 -0.3515 0.0066 0.5031 0.4417
H -3.3923 2.8997 -5.2166 0.0603 -0.3862 0.4195 0.4271
H -4.4413 3.0416 -2.9450 0.3044 -0.3654 -0.0914 0.4491
H -3.7684 1.4104 -1.1658 -0.1925 0.1121 -0.1675 0.5007
C -3.3149 -0.3117 1.2765 -0.2944 0.2650 -0.7836 -0.2454
C -4.5202 -0.1695 1.9618 -0.1619 0.1317 0.4425 -0.6004
C -5.7125 -0.7690 1.5191 0.7845 0.0027 -0.3273 -0.6845
C -5.6516 -1.5494 0.3536 0.3259 0.3608 0.1988 -0.6320
C -4.4637 -1.6264 -0.3837 0.1429 0.1007 -0.2783 -0.4980
H -2.3893 0.0934 1.6964 -0.1511 0.0409 0.0563 0.5219
H -4.5073 0.4380 2.8660 -0.1630 -0.3032 -0.0709 0.4155
H -6.6469 -0.6377 2.0754 0.4448 -0.0932 -0.2422 0.4367
H -6.5320 -2.0722 -0.0127 0.1793 0.0730 0.1027 0.4478
H -4.4608 -2.2254 -1.2938 -0.0232 0.2235 0.2150 0.4165
C -2.7199 -2.7192 -3.0355 0.1846 -0.0518 -0.0968 -0.3513
C -2.7046 -3.9637 -3.6774 0.0247 0.2079 0.2563 -0.7436
C -1.8188 -4.9609 -3.2585 0.3268 0.0823 0.3328 -0.5886
C -0.9645 -4.7063 -2.1761 0.2040 -0.0512 0.1714 -0.7235
C -0.9725 -3.4696 -1.5347 -0.0776 0.2364 -0.1933 -0.4939
H -3.4084 -1.9569 -3.3976 0.1805 -0.1540 0.1077 0.4728
H -3.3956 -4.1379 -4.5054 0.2703 0.0223 0.2754 0.4413
H -1.7614 -5.9309 -3.7653 -0.1579 0.4529 0.2072 0.4379
H -0.2638 -5.4551 -1.7965 -0.3383 0.0967 -0.3549 0.4376
H -0.2947 -3.2904 -0.6911 -0.1664 -0.1721 -0.0886 0.1908
H -1.8429 2.6951 0.3219 -0.6825 0.2057 -0.2355 0.3961
H -0.7032 2.2415 1.7588 -0.0662 -0.2952 -0.4104 0.3293
S 4.2712 -0.0043 1.8387 -1.2290 0.3182 -0.1044 0.1123
C 3.3237 1.3093 2.5156 -0.1955 -0.2861 -0.6942 -0.3637
C 2.1098 1.4234 1.9120 0.4372 -1.8279 -0.5401 -0.2165
N 1.8909 0.3843 0.9741 1.1730 -0.8580 -0.6171 -0.2266
C 2.9789 -0.4433 0.8131 -0.4474 1.9261 1.3075 0.0177
H 3.6938 1.9556 3.3017 0.2330 -0.1444 -0.0779 0.4223
H 1.3064 2.1252 2.0971 0.4928 -0.0440 0.1442 0.2697
H 3.0132 -1.2355 0.0559 0.2041 0.0741 0.3477 0.3716
```
Forces are in eV/Å.

The value obtained for the largest force on an atom is 4.49 eV Å⁻¹. The net charge is +3. The value obtained for the frontier orbital gap is 0.17053 hartree. Its energy above the lowest of the compared OMol25 structures with the same formula, charge and spin is 0.0 kJ/mol.

---

DFT (the ωB97M-V functional and the def2-TZVPD basis) results for a gas-phase ion, C22H20FN2 (charge +1).

```
45
Properties=species:S:1:pos:R:3:forces:R:3:mulliken_charge:R:1
F 3.6929 4.4489 -2.5564 -0.4483 -1.6926 0.7477 -0.2915
C 3.4808 3.1209 -2.2210 -0.1943 0.3476 0.4112 0.1186
C 4.4671 2.2017 -2.5183 -0.0668 -0.8620 0.2245 -0.4322
C 4.2512 0.8514 -2.1654 -0.1396 1.1787 0.1513 -0.6777
C 3.0476 0.5024 -1.5548 0.2866 -1.8178 -0.5080 -0.7010
C 1.9546 1.3443 -1.4353 0.9049 0.7486 0.4306 0.7275
C 0.5677 0.6900 -1.3891 -0.5335 0.3680 0.3436 0.7118
C -0.6266 1.6351 -1.3914 -0.6861 -0.2532 0.5670 0.3989
C -1.8560 0.9803 -1.4519 -0.8142 -0.2419 -1.1284 -0.6624
C -2.9855 1.5789 -2.0318 0.3100 0.3342 0.8554 -0.6962
C -2.9241 2.9325 -2.3899 0.1307 -0.0691 -0.5838 -0.2981
C -1.7498 3.6685 -2.1927 -0.1283 -0.5192 1.1280 -0.7762
C -0.6753 3.0483 -1.5188 0.2794 0.1017 -1.1411 -0.3200
C 2.2878 2.7357 -1.5888 -0.2045 -0.4650 -0.7937 -0.7026
H 5.4055 2.5262 -2.9400 -0.0243 0.0176 -0.2630 0.4475
H 5.0020 0.1030 -2.4186 -0.1596 0.2194 0.3980 0.4001
H 2.9174 -0.5343 -1.1923 0.2040 0.5114 -0.6069 0.5158
H 0.4619 -0.1084 -2.2312 0.1904 2.3331 1.2432 0.2102
H -1.9040 -0.0555 -1.1097 -0.0617 0.1408 -0.4361 0.2986
H -3.9017 0.9997 -2.1715 0.2961 0.2835 0.1695 0.3863
H -3.7893 3.4270 -2.8383 0.2888 -0.2778 0.0256 0.3779
H -1.6806 4.7253 -2.5044 -0.1017 -0.6800 0.5088 0.3896
H 0.1399 3.6931 -1.2078 -0.5956 -0.3352 -0.3831 0.5922
H 1.6235 3.5267 -1.3127 0.2530 -0.0118 -0.2565 0.5249
C -2.1841 -1.0303 4.1883 0.0597 -0.1348 -0.1369 -1.6929
C -1.4102 -1.6228 3.0195 0.2030 1.4449 -0.4555 0.7767
C -0.9494 -0.7347 2.0164 -0.0037 0.2982 0.3190 -0.8607
C -0.1510 -1.2283 0.9856 -0.4713 -0.1599 0.7082 0.2282
C 0.1191 -2.6174 0.9935 -0.3430 0.5549 -0.8915 0.6725
C -0.3605 -3.5167 1.9091 -0.2103 0.0092 0.8847 -1.2869
C -1.1161 -2.9938 2.9616 0.4970 -0.3187 -0.2688 1.1528
C -1.5500 -3.9489 4.0268 -0.1377 -0.5201 0.1386 -1.5972
N 0.6836 -2.8925 -0.2295 0.4590 0.5925 -1.0826 -0.0356
C 0.7506 -1.7409 -0.9256 0.0079 -1.1752 0.8209 -0.6616
N 0.3060 -0.6893 -0.2486 0.9499 -0.3657 -1.2819 0.0182
H -2.7495 -1.7972 4.7213 0.0267 0.1741 -0.0874 0.3642
H -1.4985 -0.5706 4.9111 -0.0583 -0.1219 -0.1376 0.3406
H -2.8796 -0.2476 3.8634 0.1659 -0.2035 -0.0166 0.3964
H -1.1918 0.3410 2.0326 0.0103 -0.6807 0.1775 0.4705
H -0.1505 -4.5954 1.8284 -0.1334 0.6755 0.0333 0.2790
H -1.2471 -4.9508 3.6578 -0.4244 0.4033 0.6525 0.3448
H -1.0140 -3.7411 4.9825 -0.5619 -0.1777 -0.5793 0.3130
H -2.6548 -3.9168 4.1749 0.8596 -0.1321 0.0838 0.3860
H 0.9360 -3.8050 -0.6022 -0.1009 0.4073 0.2015 0.2569
H 1.1046 -1.7427 -1.9350 0.2202 0.0715 -0.1857 0.5932
```
Forces are in eV/Å.

The value obtained for the largest force on an atom is 2.65 eV Å⁻¹. Its SMILES is Cc1cc2[nH]c[n+]([C@@H](c3ccccc3)c3cccc(F)c3)c2cc1C. The net charge is +1. The value obtained for the frontier orbital gap is 0.31541 hartree. Its energy above the lowest of the compared OMol25 structures with the same formula, charge and spin is 228.2 kJ/mol.

---

DFT (the ωB97M-V functional and the def2-TZVPD basis) results for a molecular structure, C22H20Li4N4O5.

```
55
Properties=species:S:1:pos:R:3:forces:R:3:mulliken_charge:R:1
Li -17.4227 -14.5949 -18.2827 0.5988 -0.0106 0.2704 0.8875
Li -12.9597 -16.7169 -19.3484 0.2700 -0.1823 0.3067 0.8367
Li -14.5030 -14.4056 -16.3536 0.6043 -0.3981 0.3037 0.8575
Li -16.3487 -17.8791 -19.6203 0.9386 -0.0005 -0.3326 0.8982
C -14.7400 -15.7582 -18.2918 0.7586 -0.5192 0.4682 1.2333
O -14.8692 -16.6037 -19.2635 -1.4979 0.3252 0.2193 -0.8894
O -15.7384 -15.1780 -17.6708 -0.8328 0.0118 -0.8796 -0.9801
O -13.5681 -15.5357 -17.8522 -0.3265 0.4029 -0.1595 -0.9562
C -11.6074 -12.7652 -21.2060 -0.5401 0.0755 0.2440 -0.7014
C -11.3453 -12.0166 -22.3431 0.2543 -0.1717 -0.0422 -0.4295
C -12.3806 -11.4164 -23.0441 0.0844 -0.0741 -0.0836 -0.5155
C -13.6710 -11.5464 -22.5662 0.0948 0.1064 -0.3201 0.1596
C -13.9686 -12.3140 -21.4673 0.0713 -0.0099 0.9293 -0.4297
C -12.9262 -12.9074 -20.7771 0.3474 -0.2683 -0.0507 -0.1078
N -14.7604 -10.8173 -23.2339 -0.3432 0.0066 -0.0348 0.9372
O -14.5926 -10.4833 -24.3862 -0.0504 0.0000 0.2707 -0.5371
O -15.7621 -10.6057 -22.5659 0.2525 -0.0877 -0.3074 -0.5720
H -10.8282 -13.2124 -20.6031 0.1909 0.0499 -0.2152 0.4216
H -10.3276 -11.9031 -22.6929 -0.0304 0.0359 -0.0090 0.3884
H -12.1811 -10.8647 -23.9512 -0.1008 0.1305 0.0534 0.4688
H -14.9604 -12.3767 -21.0452 -0.1647 0.1137 -0.3706 0.4021
H -13.1294 -13.4800 -19.8779 -0.0410 0.0338 -0.0069 0.5101
N -15.8323 -19.1187 -21.1599 0.0052 -0.4759 0.6369 -0.3154
C -16.4388 -20.2786 -21.4395 -0.3906 0.1355 -0.4547 -0.1641
C -16.1363 -21.0376 -22.5554 0.1412 -0.7528 0.0659 -0.5416
C -15.1045 -20.6527 -23.3857 -0.1410 1.1838 -0.1021 -0.1803
C -14.4595 -19.4499 -23.0891 -0.1634 -0.1535 -0.5844 -0.6985
C -14.8221 -18.7495 -21.9594 0.0070 0.0478 0.4826 -0.1180
H -17.2493 -20.6111 -20.8016 0.0134 0.1915 0.1105 0.3614
H -16.6965 -21.9396 -22.7654 -0.0070 0.0181 0.1236 0.3768
H -14.8605 -21.1519 -24.3122 -0.0544 -0.2806 0.1105 0.4417
H -13.7982 -19.0239 -23.8333 0.4138 -0.0574 0.3899 0.4099
H -14.2717 -17.8975 -21.5786 -0.0732 0.2947 -0.5427 0.4750
N -13.8342 -15.3417 -14.4970 0.1582 -0.1070 -1.0451 -0.4692
C -14.1694 -16.6098 -14.7766 -0.2949 -0.0564 0.2601 0.1556
C -13.8061 -17.6864 -13.9938 -0.0180 0.0747 0.0676 -0.6218
C -13.0251 -17.4541 -12.8672 0.3702 -0.3229 -0.3266 -0.2677
C -12.6063 -16.1652 -12.6113 0.0083 0.2782 -0.2313 -0.4493
C -13.0033 -15.1491 -13.4772 -0.8883 0.2198 1.2339 -0.3444
H -14.8329 -16.7620 -15.6223 0.0522 -0.0057 -0.0410 0.3934
H -14.1701 -18.6766 -14.2309 0.0549 -0.0144 -0.0297 0.4762
H -12.7031 -18.2902 -12.2594 -0.1427 0.1145 0.1901 0.4102
H -12.0252 -15.8947 -11.7414 0.0995 -0.1624 -0.0235 0.3866
H -12.8472 -14.1273 -13.1476 0.3577 0.0637 -0.4811 0.3712
N -12.2609 -18.5907 -18.9413 0.5903 -0.2453 -0.1611 -0.3593
C -12.2172 -18.8577 -17.6319 -0.4888 0.3840 0.2678 -0.0796
C -12.0241 -20.1174 -17.0961 -0.4271 -0.3923 -0.3189 -0.6005
C -11.9289 -21.1950 -17.9728 0.7870 0.6313 0.3677 -0.2882
C -11.8555 -20.9134 -19.3290 0.4359 -0.4800 -0.2239 -0.5529
C -11.9721 -19.6142 -19.7701 -0.6499 0.5430 0.2089 -0.2836
H -12.4012 -18.0100 -16.9771 0.1005 -0.0286 0.0167 0.4043
H -12.0163 -20.2656 -16.0261 0.0695 0.0646 0.0185 0.4311
H -11.7329 -22.1828 -17.5782 -0.2703 -0.1155 -0.1638 0.4296
H -11.6065 -21.6952 -20.0357 -0.1908 0.0149 -0.0176 0.4101
H -11.8874 -19.3505 -20.8166 -0.0024 -0.1791 -0.0569 0.5191
```
Forces are in eV/Å.

The value obtained for the largest force on an atom is 1.55 eV Å⁻¹. The net charge is +2. The value obtained for the frontier orbital gap is 0.27296 hartree. Its energy above the lowest of the compared OMol25 structures with the same formula, charge and spin is 0.0 kJ/mol.